1.
Molecular formula: CH4N4O3
Method: DFT, the ωB97M-V functional and the def2-TZVPD basis

Last column: natural (NBO) charge in e.
Atoms and positions in Å:
N 0.1992 1.6802 -0.3588  -0.65
N -0.2491 0.6009 0.4709  -0.04
N 0.6796 -0.4071 0.8410  -0.47
C 1.0367 -1.3456 -0.0771  0.53
O 0.5022 -1.5790 -1.1078  -0.57
N -1.4988 -0.0303 0.1234  0.63
O -2.1516 0.5564 -0.6602  -0.37
O -1.7421 -1.0790 0.6800  -0.37
H 0.4695 1.1814 -1.2936  0.37
H -0.5731 2.3860 -0.4610  0.40
H 1.3394 -0.0869 1.6246  0.42
H 1.9883 -1.8770 0.2185  0.12

SMILES: NN(NC=O)[N+](=O)[O-]
Orbital gap, eV: 10.69



2.
Molecular formula: CH4N4OS
Method: DFT, the ωB97M-V functional and the def2-TZVPD basis

Last column: natural (NBO) charge in e.
Atoms and positions in Å:
C -0.6076 -0.9160 -0.9181  -0.41
N 0.1278 1.0605 1.7416  0.07
N 1.3168 0.9564 1.4762  -0.46
N -0.6190 1.0389 0.6283  -0.29
N -0.0931 0.6861 -0.5741  -0.46
O 2.1094 -0.9098 -0.1251  -0.91
S 1.7500 0.4990 -0.1781  1.43
H 0.1926 -1.5108 -0.5970  0.24
H -1.5546 -0.8625 -0.2319  0.18
H -1.0070 -0.9933 -1.9291  0.22
H -1.6153 0.9514 0.7073  0.39

Orbital gap, eV: 9.61



3.
Molecular formula: CH4N4S
Method: DFT, the ωB97M-V functional and the def2-TZVPD basis

Last column: natural (NBO) charge in e.
Atoms and positions in Å:
C 0.0339 1.0822 -0.4381  -0.07
N 0.9763 -1.5386 0.3696  -0.51
N -1.1727 -0.1056 -0.0783  -0.46
N -0.3704 -1.3278 0.5007  -0.33
N 1.3261 0.9109 -0.6322  -0.82
S 1.9934 -0.3512 -0.0889  1.09
H -0.3612 1.6550 -1.2585  0.20
H -0.1912 1.6445 0.5030  0.16
H -1.3490 0.2277 0.8827  0.34
H -0.8852 -2.1969 0.2398  0.38

Orbital gap, eV: 7.95



4.
Molecular formula: CH4N6O
Method: DFT, the ωB97M-V functional and the def2-TZVPD basis

Last column: natural (NBO) charge in e.
Atoms and positions in Å:
N 0.0702 1.8787 -0.0331  -0.58
N -0.6310 0.6532 0.1436  -0.14
N -1.9455 0.6625 -0.0912  -0.01
N -2.4084 -0.4840 -0.2882  -0.01
N -1.3750 -1.3281 0.1101  -0.44
C -0.0598 -0.6361 0.0880  0.45
N 1.1262 -1.0991 -0.1253  -0.28
O 2.1479 -0.2401 -0.1939  -0.56
H 0.8535 1.7489 -0.7789  0.36
H 0.6624 1.8630 0.6930  0.34
H -1.3256 -2.2424 0.1182  0.39
H 2.8851 -0.7767 0.3576  0.48

SMILES: Nn1nn[nH]/c1=N/O
Orbital gap, eV: 9.12



5.
Molecular formula: CH4N6O
Method: DFT, the ωB97M-V functional and the def2-TZVPD basis

Last column: natural (NBO) charge in e.
Atoms and positions in Å:
C 1.0390 1.4786 0.0397  -0.26
N 1.7621 -2.5614 1.8447  -0.03
N -2.2748 -1.0746 -0.8453  0.27
N 1.3876 -1.6029 1.3656  0.21
N -1.9676 -1.7430 -0.0025  -0.08
N -2.4019 -0.4158 -1.8374  -0.57
N 0.9207 -0.4840 1.2788  -0.10
O 0.6987 0.1772 0.0548  -0.38
H 1.0809 1.8067 -1.1207  0.21
H 2.1268 1.6915 0.3682  0.18
H 0.3064 2.1863 0.7086  0.17
H -2.6779 0.5413 -1.8545  0.39

Orbital gap, eV: 9.60



6.
Molecular formula: CH4NO
Method: DFT, the ωB97M-V functional and the def2-TZVPD basis

Last column: natural (NBO) charge in e.
Atoms and positions in Å:
C -1.0236 0.4309 -0.0870  0.25
N 1.1785 0.1887 -0.1220  -0.47
O 0.1105 0.8769 0.0757  -0.12
H -1.9419 0.9742 0.1852  0.26
H -0.9430 -0.5879 -0.3823  0.18
H 1.0728 -1.1887 -0.3030  0.44
H 2.0181 0.6515 0.4422  0.45

Total charge: +1
Orbital gap (alpha / beta), eV: 9.82 / 9.82



7.
Molecular formula: CH4NO2
Method: DFT, the ωB97M-V functional and the def2-TZVPD basis

Last column: natural (NBO) charge in e.
Atoms and positions in Å:
C 1.3944 0.0169 -0.1750  0.10
N -1.3845 -0.6806 -0.1982  -0.61
O -1.5007 0.6425 0.0979  -0.66
O 0.8874 1.1507 -0.0155  -0.68
H 1.7889 -0.3777 -1.1394  0.08
H 1.3779 -0.6877 0.5688  0.10
H -1.9390 -1.1178 0.6499  0.21
H -0.6245 1.0537 0.2115  0.45

Total charge: -1
Orbital gap (alpha / beta), eV: 6.52 / 5.20



8.
Molecular formula: CH4NO2
Method: DFT, the ωB97M-V functional and the def2-TZVPD basis

Last column: natural (NBO) charge in e.
Atoms and positions in Å:
C -0.5566 0.0029 0.4433  0.48
N 0.7403 -0.0049 -0.3655  -0.74
O -1.4228 0.8664 0.0912  -0.19
O -1.5826 -0.5578 -0.1660  -0.18
H -0.3772 -0.2362 1.8403  0.24
H 0.6978 0.1587 -1.4029  0.47
H 1.2314 -0.9676 -0.3759  0.48
H 1.2696 0.7384 -0.0643  0.44

Total charge: +1
Orbital gap, eV: 12.51



9.
Molecular formula: CH4NO2
Method: DFT, the ωB97M-V functional and the def2-TZVPD basis

Last column: natural (NBO) charge in e.
Atoms and positions in Å:
C 0.2765 -0.3745 0.3148  0.63
N -0.2854 0.5282 -0.6980  -0.73
O 0.8779 -1.5385 -0.0458  -0.18
O 1.6254 -0.4087 0.4985  -0.18
H -1.2519 -0.2463 2.6302  0.05
H -0.0854 1.4099 -0.3279  0.47
H -1.3230 0.2840 -0.8401  0.49
H 0.1660 0.3458 -1.5317  0.46

Total charge: +1
Orbital gap (alpha / beta), eV: 11.78 / 8.52



10.
Molecular formula: CH4NO2
Method: DFT, the ωB97M-V functional and the def2-TZVPD basis

Last column: natural (NBO) charge in e.
Atoms and positions in Å:
N 0.8025 0.0859 -0.1551  -0.72
C -0.6346 -0.2668 -0.1639  0.43
O -1.1553 -0.3393 1.0818  -0.18
O -1.2430 0.8641 0.3328  -0.19
H 0.8629 0.8633 0.5201  0.47
H 1.2071 0.3975 -1.0506  0.48
H 1.1877 -0.7063 0.3712  0.47
H -1.0273 -0.8984 -0.9363  0.24

SMILES: [NH3+]C1OO1
Total charge: +1
Orbital gap, eV: 12.20



11.
Molecular formula: CH4NO2
Method: DFT, the ωB97M-V functional and the def2-TZVPD basis

Last column: Löwdin spin population.
Atoms and positions in Å:
C 0.4278 0.4109 0.1593  0.60
N -0.9569 -0.1169 -0.0373  0.07
O 2.7104 -0.6167 -0.3168  0.84
O 1.3963 -0.4214 -0.2189  0.43
H 0.4821 1.4366 0.7080  0.03
H -1.3810 -0.0955 -1.0034  0.02
H -1.6137 0.4695 0.4551  0.00
H -1.0649 -1.0664 0.2539  0.01

Total charge: +1
2S+1: 3
Orbital gap (alpha / beta), eV: 9.16 / 8.92
<S²>: 2.01



12.
Molecular formula: CH4NO2P
Method: DFT, the ωB97M-V functional and the def2-TZVPD basis

Last column: natural (NBO) charge in e.
Atoms and positions in Å:
C 1.3851 -0.2802 -0.0283  0.23
N -1.6892 0.4972 -0.0790  -1.19
O 0.5281 -0.3499 1.0792  -0.80
O 0.4680 -0.5736 -1.0497  -0.79
P -0.7671 -0.8763 0.0842  1.45
H 1.8288 0.7172 -0.1459  0.14
H 2.1861 -1.0268 0.0270  0.14
H -1.2743 1.4194 -0.0447  0.40
H -2.6656 0.4731 0.1572  0.40

Orbital gap, eV: 10.49



13.
Molecular formula: CH4NO2P
Method: DFT, the ωB97M-V functional and the def2-TZVPD basis

Last column: natural (NBO) charge in e.
Atoms and positions in Å:
N 1.2153 -1.5586 1.2051  -1.21
P 0.9023 -0.9441 -0.4974  1.45
O -0.4107 -1.4542 -0.9546  -1.05
H 0.4132 -1.3965 1.9501  0.40
H 2.0815 -1.1863 1.6582  0.38
C -1.1334 1.5798 -0.7687  0.30
O -0.1810 1.4064 -0.0772  -0.51
H -1.6264 2.5571 -0.8533  0.11
H -1.2606 0.9965 -1.6621  0.13

SMILES: NP=O.C=O
Orbital gap, eV: 9.70



14.
Molecular formula: CH4NO2P
Method: DFT, the ωB97M-V functional and the def2-TZVPD basis

Last column: natural (NBO) charge in e.
Atoms and positions in Å:
N -1.2585 -0.5285 -1.3756  -1.21
P -0.9216 -1.3759 0.0192  1.44
O -2.1828 -1.5533 0.7682  -1.05
H -2.3030 -0.5516 -1.5965  0.41
H -0.7644 -0.1567 -2.1353  0.41
C 1.8850 1.0326 1.0505  0.29
O 1.1416 0.6160 0.2141  -0.52
H 1.9699 2.1602 1.2154  0.11
H 2.4339 0.3573 1.8400  0.12

SMILES: NP=O.C=O
Orbital gap, eV: 9.87



15.
Molecular formula: CH4NO2P
Method: DFT, the ωB97M-V functional and the def2-TZVPD basis

Last column: natural (NBO) charge in e.
Atoms and positions in Å:
N 0.2833 0.8636 1.8001  -0.77
C -0.5497 0.0419 1.6020  0.85
O -1.3286 -0.8142 1.6598  -0.50
H 0.6671 1.6522 1.3911  0.43
O 1.0966 -0.7684 -1.1846  -0.97
P -0.0749 0.3480 -1.4380  0.61
H 1.4561 -0.6194 -0.3180  0.48
H -0.4140 -0.3336 -2.6268  -0.05
H -1.1360 -0.3701 -0.8855  -0.08

SMILES: N=C=O.OP
Orbital gap, eV: 10.30



16.
Molecular formula: CH4NO2S
Method: DFT, the ωB97M-V functional and the def2-TZVPD basis

Last column: natural (NBO) charge in e.
Atoms and positions in Å:
C 0.9790 0.0572 0.1097  -0.05
N 0.8219 1.0285 0.8579  -0.64
O -4.2306 -0.1538 0.4529  -1.05
O -1.8264 -0.4117 0.3525  -1.08
S -2.9864 0.2683 -0.1965  1.42
H 1.8959 -0.1722 -0.4043  0.12
H 0.0846 -0.4972 -0.3306  0.20
H -3.1995 -0.4575 -1.7256  -0.27
H -0.1030 1.0104 1.3565  0.36

Total charge: -1
Orbital gap, eV: 7.28



17.
Molecular formula: CH4NO2Si
Method: DFT, the ωB97M-V functional and the def2-TZVPD basis

Last column: natural (NBO) charge in e.
Atoms and positions in Å:
C 1.7443 0.8761 0.1536  -0.26
N 0.6967 0.1573 0.0751  -0.11
O -0.4773 0.7788 0.0105  -0.68
Si -2.0886 -0.0542 -0.3902  1.69
O -3.0770 0.5811 0.6027  -1.31
H 2.7135 0.3387 -0.0095  0.17
H 1.6438 2.0269 0.2028  0.15
H -2.3071 0.4721 -1.6588  -0.33
H -1.8616 -1.4353 -0.4713  -0.32

SMILES: C=NO[SiH2][O-]
Total charge: -1
Orbital gap, eV: 8.32



18.
Molecular formula: CH4NO2Si
Method: DFT, the ωB97M-V functional and the def2-TZVPD basis

Last column: natural (NBO) charge in e.
Atoms and positions in Å:
C -0.4060 2.0763 0.5016  1.06
N -0.3810 0.1279 -0.2809  -1.49
O 0.0054 2.7209 -0.3962  -0.64
O -0.8893 2.0264 1.5733  -0.63
Si 0.1979 -1.4264 -0.0312  1.13
H -0.1312 0.3642 -1.2698  0.35
H 1.7876 -1.6136 -0.5593  -0.30
H -0.2716 -2.5865 -0.9846  -0.25
H 0.0881 -1.6893 1.4470  -0.22

Total charge: -1
Orbital gap, eV: 7.97



19.
Molecular formula: CH4NO3P
Method: DFT, the ωB97M-V functional and the def2-TZVPD basis

Last column: natural (NBO) charge in e.
Atoms and positions in Å:
C -1.5202 -1.0563 -0.0639  0.36
N 0.8808 1.6377 0.2638  -1.21
O 1.5008 -0.8037 0.7352  -1.10
O 0.6897 -0.2572 -1.5966  -1.10
O -1.0778 -0.0081 0.3445  -0.53
P 0.8984 0.0723 -0.2060  2.42
H -0.9170 -1.9572 -0.1866  0.16
H -2.6025 -1.4931 -0.0646  0.15
H 0.8473 2.3704 -0.3659  0.43
H 1.3006 1.4953 1.1401  0.42

Orbital gap, eV: 10.09



20.
Molecular formula: CH4NO3PS
Method: DFT, the ωB97M-V functional and the def2-TZVPD basis

Last column: natural (NBO) charge in e.
Atoms and positions in Å:
C -1.0533 0.5180 1.5511  -0.58
N 0.8403 -0.0151 0.4059  -0.98
O 1.4653 -0.8580 -1.9392  -1.05
O -0.8842 0.1373 -1.7184  -1.21
O -0.3315 -2.1285 -0.6158  -1.21
P 0.0819 -0.7370 -0.9689  2.42
S 1.7209 1.3504 0.1582  -0.37
H -0.6538 1.3048 2.1643  0.16
H -1.7098 0.7988 0.7535  0.19
H -1.2569 -0.4191 2.0352  0.16
H 1.7810 0.0484 -1.8261  0.48

Total charge: -2
Orbital gap (alpha / beta), eV: 5.08 / 4.88



Electronic energy per entry: -485.06827 -732.79023 -657.52806 -444.07758 -444.03353 -170.01616 -245.59242 -245.26930 -245.13043 -245.31274 -245.17901 -587.11705 -587.06757 -587.08247 -587.06992 -643.89405 -535.24350 -535.26795 -662.34745 -1060.50840 Eh